Entry from OMol25: a 8-piece molecular cluster, C31H41Cl28O5PSi overall in a non-equilibrium geometry (ωB97M-V/def2-TZVPD).

```
107
Properties=species:S:1:pos:R:3:mulliken_charge:R:1
C -0.709 -1.146 5.091 -1.3842
C -1.386 -0.104 4.129 0.1554
C -2.660 -0.786 3.502 -0.0011
C -3.510 0.166 2.580 0.5767
C -5.035 -0.140 2.807 -0.9346
C -3.056 0.160 1.043 1.5526
C -2.141 1.401 0.673 -1.9447
C -0.824 1.057 -0.104 0.3323
C -0.124 2.405 -0.544 -0.9578
C 0.462 3.214 0.677 -0.3944
C 2.034 3.419 0.574 -0.5956
C 2.659 2.082 1.156 0.9492
C 4.197 1.956 0.914 -1.1129
C 4.743 0.479 1.049 -0.6324
Si 4.165 -0.683 -0.346 0.2924
C 3.402 0.339 -1.783 -0.7468
C 5.599 -1.694 -1.068 -0.5498
C 2.755 -1.847 0.242 0.3141
C 1.821 -1.442 1.282 -0.3946
C 0.736 -2.319 1.678 -0.2179
C 0.554 -3.630 1.100 -0.4218
C 1.496 -4.059 0.103 -0.8528
C 2.557 -3.169 -0.321 -0.1757
O -4.323 0.529 0.367 -0.4345
C -4.477 -0.116 -0.840 0.5530
O -5.438 -0.072 -1.534 -0.5212
O -3.260 -0.833 -1.023 -0.5064
C -2.831 -1.206 0.316 0.4469
P -3.807 -2.732 0.877 0.0736
O -4.904 -3.189 -0.298 -0.5135
O -2.773 -4.059 1.029 -0.4345
H 0.307 -0.788 5.396 0.3801
H -1.360 -1.302 5.989 0.3881
H -0.580 -2.153 4.624 0.2837
H -0.706 0.235 3.310 -0.1794
H -1.638 0.803 4.734 0.4037
H -3.305 -1.076 4.373 0.1377
H -2.339 -1.742 3.024 -0.2944
H -3.334 1.219 2.954 -0.2128
H -5.260 -0.494 3.846 0.3240
H -5.616 0.811 2.691 0.2381
H -5.470 -0.893 2.117 0.0190
H -1.838 1.957 1.591 0.3385
H -2.706 2.125 0.038 0.4906
H -1.042 0.453 -1.024 0.4833
H -0.127 0.461 0.534 -0.5714
H -0.927 3.044 -0.999 0.5937
H 0.625 2.233 -1.356 0.3616
H -0.084 4.155 0.911 0.3556
H 0.325 2.550 1.576 0.0037
H 2.339 3.445 -0.505 0.0795
H 2.386 4.318 1.119 0.5333
H 2.491 2.100 2.263 0.4464
H 2.058 1.260 0.694 -1.1178
H 4.545 2.437 -0.032 0.2780
H 4.692 2.538 1.740 0.4764
H 4.531 0.050 2.061 0.4146
H 5.860 0.552 0.961 0.4548
H 4.189 0.962 -2.269 0.3498
H 2.904 -0.350 -2.511 0.3349
H 2.606 1.039 -1.430 -0.1135
H 6.237 -2.057 -0.226 0.3142
H 6.222 -1.009 -1.695 0.2742
H 5.248 -2.591 -1.634 -0.2466
H 1.870 -0.477 1.822 0.4231
H 0.023 -1.969 2.449 0.4114
H -0.291 -4.235 1.480 0.3701
H 1.372 -5.079 -0.316 0.3470
H 3.243 -3.559 -1.097 0.1102
H -1.755 -1.507 0.256 0.2065
H -4.407 -3.390 -1.119 0.3293
H -3.130 -4.623 1.736 0.3804
Cl -4.104 3.347 2.162 0.0860
C -3.886 4.725 3.252 0.2660
Cl -3.486 4.133 4.874 -0.1169
Cl -2.567 5.746 2.653 -0.0985
Cl -5.381 5.670 3.319 -0.1048
Cl 6.875 -4.626 -6.134 -0.0093
C 6.963 -3.872 -4.534 0.2842
Cl 6.845 -2.112 -4.702 -0.0949
Cl 5.625 -4.461 -3.531 -0.1072
Cl 8.503 -4.290 -3.766 -0.1045
Cl -6.674 -4.872 6.212 -0.1130
C -6.200 -3.420 5.314 0.2797
Cl -5.007 -3.851 4.076 -0.0304
Cl -7.624 -2.715 4.535 -0.0755
Cl -5.490 -2.240 6.430 -0.1115
Cl 4.686 -6.711 -10.968 -0.0994
C 4.777 -5.964 -9.365 0.3729
Cl 4.665 -4.204 -9.524 -0.0894
Cl 3.442 -6.552 -8.361 -0.0914
Cl 6.319 -6.389 -8.602 -0.0991
Cl 2.637 5.154 -3.207 -0.0985
C 1.863 6.355 -2.157 0.3829
Cl 2.717 6.418 -0.608 -0.0903
Cl 1.920 7.952 -2.930 -0.1238
Cl 0.174 5.894 -1.883 -0.0849
Cl -10.503 -1.943 0.268 -0.1167
C -9.164 -0.967 -0.365 0.2768
Cl -7.625 -1.700 0.104 0.0251
Cl -9.270 -0.896 -2.132 -0.1058
Cl -9.264 0.674 0.298 -0.1119
Cl 3.615 6.080 -7.652 -0.0999
C 4.868 6.440 -6.453 0.3087
Cl 6.140 7.418 -7.204 -0.1033
Cl 4.152 7.332 -5.102 -0.0265
Cl 5.565 4.924 -5.854 -0.0934
```

The total energy comes out at -15098.1555 Ha. The total charge is 0. The calculation puts the strongest force on any atom at 3.6 eV/Å. The structure (SMILES) is CCC[C@H](C)[C@]1(CCCCCCCC[Si](C)(C)c2ccccc2)OC(=O)O[C@@H]1P(O)O.ClC(Cl)(Cl)Cl.ClC(Cl)(Cl)Cl.ClC(Cl)(Cl)Cl.ClC(Cl)(Cl)Cl.ClC(Cl)(Cl)Cl.ClC(Cl)(Cl)Cl.ClC(Cl)(Cl)Cl. The value obtained for the frontier orbital gap is 8.615 eV.

***

Entry from OMol25: C14H29AsBr3F6O23S6 as an isolated structure in a non-equilibrium geometry (ωB97M-V/def2-TZVPD).

```
82
Properties=species:S:1:pos:R:3:mulliken_charge:R:1
As 2.101 -1.022 -0.839 2.0207
F 2.962 0.249 0.055 -0.4913
F 2.061 -2.191 0.521 -0.4883
F 1.221 -2.342 -1.866 -0.5576
F 2.057 -0.043 -2.282 -0.4647
F 3.672 -1.724 -1.329 -0.5003
F 0.511 -0.344 -0.287 -0.5213
O -6.251 -5.057 7.110 -0.6244
S -5.944 -3.985 6.167 1.1686
O -5.502 -2.659 6.654 -0.6194
O -4.844 -4.645 5.183 -0.2988
C -3.937 -3.771 4.480 -0.1994
C -3.613 -4.437 3.118 -1.1609
C -7.432 -3.700 5.108 -0.8085
H -2.991 -3.715 5.018 0.2646
H -4.507 -2.880 4.218 0.3617
H -3.226 -3.702 2.413 0.3729
H -4.547 -4.788 2.679 0.3213
H -2.981 -5.316 3.249 0.3097
H -8.071 -4.575 5.230 0.3170
H -7.065 -3.581 4.089 0.2659
H -7.812 -2.757 5.503 0.3304
C 8.104 -2.755 1.435 -0.3406
Br 9.049 -1.231 2.282 -0.0229
Br 8.323 -4.311 2.574 -0.0152
Br 8.946 -3.121 -0.306 -0.0093
H 7.048 -2.521 1.294 0.3888
C 3.367 0.942 6.550 -0.2384
C 2.831 0.486 7.915 -0.2689
O 2.766 1.671 8.699 -0.3266
S 2.381 3.011 7.773 1.0481
O 3.032 4.276 8.230 -0.4960
O 0.906 3.014 7.500 -0.5056
O 3.180 2.327 6.421 -0.3262
H 2.872 0.465 5.704 0.2866
H 4.457 0.922 6.546 0.2409
H 3.384 -0.337 8.367 0.3170
H 1.849 0.021 7.821 0.2694
C 7.376 3.533 -2.543 -0.2047
C 6.683 3.987 -3.871 -0.2411
O 7.633 4.796 -4.601 -0.3426
S 9.190 4.491 -4.057 1.0809
O 9.955 5.739 -4.189 -0.5194
O 9.758 3.246 -4.593 -0.5204
O 8.594 4.274 -2.526 -0.3221
H 7.536 2.457 -2.481 0.2531
H 6.813 3.673 -1.620 0.3014
H 5.782 4.593 -3.775 0.2648
H 6.520 3.170 -4.574 0.2504
C -2.105 4.462 2.333 -0.1827
C -3.517 4.390 1.674 -0.3376
O -4.382 5.382 2.254 -0.3268
S -3.472 6.684 2.822 1.0685
O -3.986 7.106 4.136 -0.5175
O -3.193 7.714 1.859 -0.4975
O -2.061 5.712 3.054 -0.3374
H -1.360 4.357 1.545 0.2802
H -2.039 3.634 3.040 0.2761
H -4.052 3.440 1.681 0.3237
H -3.418 4.600 0.609 0.2512
C -5.016 -1.305 -3.145 -0.2831
C -5.409 -2.700 -3.539 -0.2189
O -6.653 -3.006 -2.982 -0.3509
S -7.480 -1.631 -2.373 1.0831
O -7.546 -1.708 -0.895 -0.4867
O -8.551 -1.204 -3.285 -0.4897
O -6.141 -0.643 -2.696 -0.3588
H -4.443 -0.686 -3.836 0.2908
H -4.472 -1.300 -2.200 0.2418
H -4.557 -3.331 -3.286 0.2872
H -5.522 -2.849 -4.613 0.2852
C 1.323 -1.312 -8.901 -0.3686
C 0.077 -2.216 -8.801 -0.2681
O -0.374 -2.423 -10.183 -0.3250
S 0.050 -1.126 -11.135 1.0791
O -1.196 -0.421 -11.370 -0.5031
O 1.017 -1.393 -12.235 -0.5123
O 0.875 -0.362 -9.871 -0.3347
H 2.166 -1.813 -9.378 0.3052
H 1.535 -0.965 -7.890 0.3385
H -0.630 -1.717 -8.138 0.2690
H 0.329 -3.207 -8.424 0.3202
```

The total energy comes out at -15227.4106 Ha. The energy above the lowest of the compared OMol25 structures with the same formula, charge and spin comes out at 150.21 kcal/mol. The total charge is -1. The calculation puts the strongest force on any atom at 4.7 eV/Å. The value obtained for the frontier orbital gap is 10.119 eV.

***

Entry from OMol25: C4H38O19Tl as an isolated structure in a non-equilibrium geometry (ωB97M-V/def2-TZVPD).

```
62
Properties=species:S:1:pos:R:3:mulliken_charge:R:1
Tl -1.010 -1.583 0.896 1.9356
O -1.475 -3.599 0.880 -0.8315
C -2.594 -3.674 1.730 -0.2883
C -2.016 -3.193 3.040 -0.4947
O -1.501 -1.872 2.803 -0.6266
H -2.869 -4.717 1.960 0.3307
H -3.372 -2.953 1.472 0.0091
H -1.225 -3.878 3.482 0.0627
H -2.778 -3.092 3.824 0.3186
O 0.124 -1.245 -0.741 -0.4652
C 0.103 0.116 -0.722 0.8137
C 0.747 0.622 0.532 1.0962
O -0.178 0.120 1.512 -0.7490
H -0.816 0.540 -0.907 -0.4067
H 0.642 0.481 -1.583 0.1027
H 0.794 1.680 0.553 -1.4317
H 1.781 0.390 0.772 0.8149
O 4.589 1.766 2.091 -0.7210
H 4.809 1.294 1.250 0.2866
H 3.651 1.815 2.041 0.4208
O 0.425 1.462 -4.226 -0.6275
H -0.202 1.614 -4.934 0.3168
H 0.269 0.555 -4.045 0.3417
O 1.754 3.763 1.059 -0.7040
H 0.878 3.891 0.665 0.3907
H 1.674 2.908 1.474 0.5902
O -2.890 -0.371 0.678 -0.4751
H -2.703 0.537 0.401 0.2624
H -3.702 -0.724 0.350 0.2626
O -2.947 1.962 -0.581 -0.7958
H -2.279 2.511 -0.288 0.4405
H -2.585 1.734 -1.440 0.3455
O 2.089 1.646 2.798 -0.8264
H 1.661 0.928 2.331 0.2444
H 2.150 1.190 3.656 0.2919
O -1.009 3.940 0.424 -0.6568
H -1.504 4.770 0.412 0.2600
H -0.846 3.707 -0.487 0.2805
O -2.195 -2.191 -1.167 -0.4144
H -2.930 -2.823 -1.178 0.2607
H -2.423 -1.579 -1.810 0.2089
O 1.013 -2.571 1.529 -0.4571
H 1.074 -3.394 2.029 0.2139
H 1.937 -2.467 1.305 0.1619
O 2.581 -1.125 -1.620 -0.7484
H 1.658 -0.983 -1.330 -0.4445
H 2.906 -1.458 -0.744 0.3756
O 0.905 -3.638 -1.958 -0.6978
H 0.009 -3.802 -2.208 0.3308
H 0.988 -2.870 -1.447 0.2355
O 0.609 -1.208 -3.767 -0.7667
H 0.557 -1.321 -2.807 0.4574
H 1.485 -1.556 -3.939 0.3493
O -0.015 3.161 -2.243 -0.5905
H 0.015 2.533 -3.044 0.3392
H 0.319 3.922 -2.710 0.2369
O 2.538 1.774 -1.771 -0.5399
H 1.603 1.810 -1.765 0.0714
H 2.834 2.009 -2.717 0.3331
O -1.343 1.157 3.534 -0.7442
H -0.847 0.560 4.025 0.2817
H -0.892 1.017 2.668 0.4286
```

The total energy comes out at -1777.0763 Ha. The total charge is -1. The calculation puts the strongest force on any atom at 5.1 eV/Å. The value obtained for the frontier orbital gap is 5.957 eV.

***

Entry from OMol25: C12H24MgO16P as an isolated structure in a non-equilibrium geometry (ωB97M-V/def2-TZVPD).

```
54
Properties=species:S:1:pos:R:3:nbo_charge:R:1
Mg -0.080 1.063 -1.192 1.7913
P 1.282 2.016 -2.628 2.4085
O 1.736 2.546 -3.975 -1.1277
O -0.067 1.364 -3.070 -1.4231
O 0.609 2.811 -1.435 -1.3371
O 1.675 0.693 -1.888 -1.3393
C 2.913 -1.120 -0.118 -0.2501
O 2.988 -1.779 1.163 -0.5071
C 2.603 -3.045 1.259 0.9853
O 2.770 -3.718 2.245 -0.6524
O 1.888 -3.460 0.211 -0.5286
C 1.322 -4.757 0.284 -0.2491
H 3.362 -1.675 -0.939 0.1886
H 3.378 -0.146 -0.033 0.2140
H 1.850 -0.995 -0.289 0.2128
H 0.736 -4.954 -0.610 0.2033
H 0.741 -4.833 1.202 0.1890
H 2.139 -5.481 0.271 0.1838
C -3.918 0.036 -0.108 -0.2534
O -3.962 1.449 0.064 -0.4991
C -2.953 2.192 -0.358 1.0192
O -1.894 1.797 -0.764 -0.6777
O -3.234 3.437 -0.028 -0.4959
C -2.184 4.401 -0.012 -0.2604
H -4.882 -0.325 0.241 0.1924
H -3.174 -0.433 0.535 0.1804
H -3.731 -0.175 -1.160 0.2082
H -2.587 5.331 0.386 0.1825
H -1.776 4.541 -1.010 0.2380
H -1.408 4.151 0.714 0.1909
C 2.932 2.554 0.607 -0.2984
O 2.092 2.564 1.769 -0.4886
C 0.967 1.855 1.711 1.0374
O 0.664 1.070 0.847 -0.7078
O 0.300 2.135 2.806 -0.4889
C -0.892 1.458 3.093 -0.2522
H 3.900 2.041 0.667 0.1663
H 3.158 3.598 0.415 0.1934
H 2.478 1.980 -0.206 0.2782
H -1.744 1.677 2.446 0.1834
H -1.214 1.696 4.105 0.1952
H -0.743 0.378 3.053 0.1802
C -1.140 -2.106 1.448 -0.2812
O -1.133 -2.658 0.143 -0.5007
C -0.804 -1.915 -0.904 1.0428
O -0.661 -0.722 -0.919 -0.7328
O -0.618 -2.696 -1.930 -0.4880
C -0.227 -2.082 -3.183 -0.3013
H -1.769 -2.536 2.229 0.1989
H -1.216 -1.023 1.477 0.2070
H -0.154 -2.421 1.811 0.1967
H -0.319 -0.989 -3.183 0.2905
H -0.840 -2.516 -3.967 0.1803
H 0.839 -2.271 -3.294 0.2023
```

The total energy comes out at -2217.1395 Ha. The energy above the lowest of the compared OMol25 structures with the same formula, charge and spin comes out at 40.92 kcal/mol. The total charge is -1. The calculation puts the strongest force on any atom at 5.6 eV/Å. The value obtained for the frontier orbital gap is 4.721 eV.